ORCA calculation (the ωB97M-V functional and the def2-TZVPD basis) on the ion C2H4NO2 with charge +1.

Calculated values
LUMO energy (alpha / beta), hartree: -0.3021 / -0.3020
Strongest force on any atom, eV Å⁻¹: 7.13
HOMO level (alpha / beta), eV: -16.542 / -16.543
Energy relative to the best compared isomer or geometry (same formula, charge and spin), eV: 5.8306
Total charge: +1
Multiplicity: 1

Geometry as XYZ:
```
9
C2H4NO2 | the Open Molecules 2025 dataset | the ωB97M-V functional and the def2-TZVPD basis
C 0.06 -1.25 0.45
C -0.42 0.16 -0.13
N -0.73 -2.30 0.02
O 0.11 0.14 -1.41
O 0.23 -2.16 -0.67
H 0.73 -1.58 1.27
H 0.16 1.04 0.33
H -1.40 0.31 -0.12
H -0.62 0.28 -2.13
```